(1)
Molecular formula: C4H10NO3
Method: DFT, ωB97M-V/def2-TZVPD

XYZ file:
```
18
Properties=species:S:1:pos:R:3:mulliken_charge:R:1
C 1.58 -0.32 0.98 -0.924
N 0.18 -0.30 0.93 -0.428
C -1.77 -1.60 0.10 -1.372
C -0.47 -0.80 -0.32 0.338
C -0.89 0.36 -1.37 0.427
O -1.91 0.31 -2.02 -0.707
O -0.30 1.50 -1.29 -0.803
H 1.98 -1.37 0.96 0.320
H 2.06 0.36 1.70 0.289
H 2.06 0.05 0.00 0.282
H -0.11 0.63 1.06 0.336
H -1.59 -2.67 0.33 0.316
H -2.03 -1.10 0.97 0.394
H -2.63 -1.45 -0.61 0.302
H 0.07 -1.67 -0.96 0.213
H 1.08 3.30 0.22 0.255
H 1.01 2.09 -0.56 0.459
O 1.69 2.67 -0.11 -0.698
```

## Properties
**Gap between HOMO and LUMO**: 8.3 eV
**HOMO level**: -0.1576 Ha
**Energy relative to the best compared isomer or geometry (same formula, charge and spin)**: 1.990 eV
**Maximum force**: 4.18 eV/Å
**Total charge**: -1

***

(2)
Molecular formula: C4H10NO3
Method: DFT, ωB97M-V/def2-TZVPD

XYZ file:
```
18
Properties=species:S:1:pos:R:3:mulliken_charge:R:1
O 2.43 -0.01 -0.50 -0.674
C 1.40 0.52 -0.12 0.450
N 0.44 1.03 -0.99 -0.195
C -1.06 0.93 -0.64 -0.308
O -1.61 -0.05 -1.35 -0.896
C 1.21 0.78 1.35 -0.590
C 0.68 -0.49 2.02 -0.853
H 0.57 0.64 -1.91 0.288
H -1.48 1.96 -0.81 0.202
H -1.08 0.87 0.44 0.171
H 2.13 1.07 1.87 0.324
H 0.56 1.60 1.64 0.335
H 0.37 -0.33 3.07 0.303
H 1.33 -1.36 1.99 0.314
H -0.27 -0.77 1.55 0.134
H -3.30 -2.00 -0.72 0.258
H -1.98 -1.31 -0.50 0.504
O -2.57 -2.03 -0.10 -0.768
```

## Properties
**Gap between HOMO and LUMO**: 7.9 eV
**HOMO level**: -0.1466 Ha
**Energy relative to the best compared isomer or geometry (same formula, charge and spin)**: 1.511 eV
**Maximum force**: 1.80 eV/Å
**Total charge**: -1

***

(3)
Molecular formula: C4H10NO3
Method: DFT, ωB97M-V/def2-TZVPD

XYZ file:
```
18
Properties=species:S:1:pos:R:3:mulliken_charge:R:1
O 1.30 -0.37 -0.84 -0.958
C 0.13 0.17 -1.10 0.240
C -0.41 1.05 0.13 0.100
C 0.67 1.59 1.05 -1.424
N -1.27 0.10 0.88 -0.604
C -1.98 -0.61 -0.27 -0.361
O -0.96 -0.85 -1.16 -0.365
H 0.08 0.59 -2.12 0.212
H -1.22 1.75 -0.12 0.313
H 0.41 1.65 2.12 0.394
H 1.05 2.54 0.63 0.320
H 1.52 0.89 1.13 0.281
H -0.68 -0.45 1.49 0.291
H -2.35 -1.62 -0.06 0.289
H -2.69 0.16 -0.68 0.237
H 2.22 -1.98 0.33 0.317
H 1.86 -1.98 -1.03 0.441
O 2.31 -2.63 -0.38 -0.724
```

## Properties
**Gap between HOMO and LUMO**: 7.8 eV
**HOMO level**: -0.1354 Ha
**Energy relative to the best compared isomer or geometry (same formula, charge and spin)**: 2.883 eV
**Maximum force**: 2.71 eV/Å
**Total charge**: -1

***

(4)
Molecular formula: C4H10NO3
Method: DFT, ωB97M-V/def2-TZVPD

XYZ file:
```
18
Properties=species:S:1:pos:R:3:mulliken_charge:R:1
C 1.97 0.33 -0.54 -1.062
N 0.97 0.65 0.44 -0.038
C 0.45 1.99 0.19 -1.033
C -0.10 -0.34 0.66 -0.516
C -0.08 -1.68 -0.16 0.619
O 0.96 -2.35 -0.11 -0.711
O -1.16 -2.01 -0.71 -0.781
H 1.61 0.18 -1.57 0.329
H 2.32 -0.68 -0.36 0.377
H 2.84 0.98 -0.47 0.362
H -0.20 2.03 -0.70 0.350
H 1.31 2.63 0.07 0.365
H -0.12 2.33 1.06 0.321
H -0.04 -0.66 1.70 0.103
H -1.08 0.09 0.47 0.382
H -3.68 -1.54 0.56 0.277
H -2.52 -1.09 -0.42 0.383
O -3.46 -0.88 -0.11 -0.726
```

## Properties
**Gap between HOMO and LUMO**: 8.2 eV
**HOMO level**: -0.1590 Ha
**Energy relative to the best compared isomer or geometry (same formula, charge and spin)**: 1.365 eV
**Maximum force**: 1.57 eV/Å
**Total charge**: -1

***

What is the formula in the fourth record?
C4H10NO3

***

What is the gap between HOMO and LUMO in the third record?
7.8 eV

***

Which formula does entry 3 have?
C4H10NO3